A cluster of 3 separate species, C3H5N5 in total in a non-equilibrium geometry. Source: the OMol25 dataset; level of theory: ωB97M-V/def2-TZVPD.

Geometry (Å):
C  1.73  -0.57  -0.25
C  0.28  -0.20  0.07
C  -1.41  1.26  -0.04
H  1.82  1.80  -0.19
H  3.43  0.15  1.69
H  2.01  -1.73  0.30
H  1.53  -1.01  -1.33
H  -1.94  2.31  -0.49
N  2.82  0.48  -0.07
N  -0.10  1.06  0.12
N  -2.17  0.17  0.05
N  -1.59  -1.14  0.05
N  -0.45  -1.22  0.04

Calculated values
Largest force on an atom: 12.708 eV/A
E_HOMO: -9.55 eV
Energy above the lowest of the compared OMol25 structures with the same formula, charge and spin: 1189.2 kJ/mol
HOMO-LUMO gap: 0.30371 Eh

***

An isolated molecule of C3H5N5O in a non-equilibrium geometry. Source: the OMol25 dataset; level of theory: ωB97M-V/def2-TZVPD.

Geometry (Å):
C  1.78  0.95  1.26
N  0.89  0.15  1.98
C  0.05  -0.38  1.25
N  -0.21  -0.37  -0.20
N  0.40  0.36  -1.17
N  -0.36  0.27  -2.24
N  -1.56  -0.30  -1.92
C  -1.41  -0.92  -0.80
O  -2.17  -1.56  -0.09
H  2.64  1.19  1.81
H  0.88  1.70  0.88
H  2.21  0.52  0.22
H  -0.96  -0.77  1.71
H  -2.18  -0.82  -2.70

Calculated values
Largest force on an atom: 8.437 eV/A
E_HOMO: -9.64 eV
Energy above the lowest of the compared OMol25 structures with the same formula, charge and spin: 337.7 kJ/mol
HOMO-LUMO gap: 0.36283 Eh

***

A cluster of 2 separate species, C3H5N6 in total in a non-equilibrium geometry. Source: the OMol25 dataset; level of theory: ωB97M-V/def2-TZVPD.

Geometry (Å):
C  -2.10  0.22  -0.57
C  1.09  1.85  -0.43
C  -0.82  0.57  -0.89
N  -3.19  -0.06  -0.35
N  2.01  2.49  -0.71
N  0.45  -1.56  -0.53
N  0.17  0.52  1.22
N  0.12  0.94  -0.02
N  0.79  -1.51  0.69
H  -0.72  0.78  -1.85
H  -0.51  -1.93  -0.69
H  0.68  1.18  1.88
H  0.16  -1.94  1.47
H  1.88  -1.53  0.79

Calculated values
Largest force on an atom: 4.467 eV/A
E_HOMO (spin up / spin down): -14.57 / -14.57 eV
Energy above the lowest of the compared OMol25 structures with the same formula, charge and spin: 433.8 kJ/mol
HOMO-LUMO gap (spin up / spin down): 0.30706 / 0.30698 Eh
Charge: +1

***

A cluster of 2 separate species, C3H5NO in total in a non-equilibrium geometry. Source: the OMol25 dataset; level of theory: ωB97M-V/def2-TZVPD.

Geometry (Å):
C  -2.47  -0.94  0.04
C  1.41  1.24  -0.04
C  0.49  0.02  0.18
N  1.75  -0.26  0.02
O  2.79  -0.86  0.06
H  -2.19  -0.09  0.71
H  -2.43  -2.06  0.24
H  1.75  1.95  0.68
H  1.70  1.74  -0.94
H  -2.81  -0.74  -0.95

Calculated values
Largest force on an atom: 3.132 eV/A
E_HOMO (spin up / spin down): -9.64 / -8.67 eV
Energy above the lowest of the compared OMol25 structures with the same formula, charge and spin: 868.4 kJ/mol
HOMO-LUMO gap (spin up / spin down): 0.36139 / 0.23822 Eh

***

An isolated molecule of C3H5NO in a non-equilibrium geometry. Source: the OMol25 dataset; level of theory: ωB97M-V/def2-TZVPD.

Geometry (Å):
C  -0.93  -0.17  -0.18
C  0.52  -0.01  -0.01
C  1.45  0.82  0.56
O  2.61  0.23  0.04
N  1.89  -0.73  -0.78
H  -1.52  -0.99  0.33
H  -1.40  0.58  0.46
H  -1.18  -0.09  -1.21
H  1.55  1.73  1.21
H  2.15  -1.59  -0.21

Calculated values
Largest force on an atom: 3.816 eV/A
E_HOMO: -8.91 eV
Energy above the lowest of the compared OMol25 structures with the same formula, charge and spin: 433.1 kJ/mol
HOMO-LUMO gap: 0.36271 Eh

***

An isolated molecule of C3H5NO in a non-equilibrium geometry. Source: the OMol25 dataset; level of theory: ωB97M-V/def2-TZVPD.

Geometry (Å):
C  -0.78  -0.87  -0.15
C  -0.85  0.58  0.24
N  0.48  0.98  0.22
C  1.32  0.02  -0.03
O  0.68  -1.13  -0.27
H  -1.15  -1.55  0.63
H  -1.24  -1.15  -1.11
H  -1.52  1.28  -0.25
H  0.66  1.81  0.76
H  2.40  0.02  -0.02

Calculated values
Largest force on an atom: 1.009 eV/A
E_HOMO (spin up / spin down): -6.15 / -6.15 eV
Energy above the lowest of the compared OMol25 structures with the same formula, charge and spin: 306.3 kJ/mol
HOMO-LUMO gap (spin up / spin down): 0.25964 / 0.25978 Eh

***

A cluster of 2 separate species, C3H5NO in total in a non-equilibrium geometry. Source: the OMol25 dataset; level of theory: ωB97M-V/def2-TZVPD.

Geometry (Å):
C  -0.62  1.25  -0.39
C  -0.31  0.30  -1.23
C  0.23  -1.85  -0.42
N  0.65  -1.64  0.82
O  0.05  -2.82  -1.07
H  -0.94  2.38  -0.47
H  -0.63  1.06  0.71
H  -0.17  0.09  -2.37
H  0.19  -0.85  1.37
H  0.65  -2.44  1.44

Calculated values
Largest force on an atom: 3.996 eV/A
E_HOMO: -8.31 eV
Energy above the lowest of the compared OMol25 structures with the same formula, charge and spin: 361.2 kJ/mol
HOMO-LUMO gap: 0.32261 Eh

***

An isolated molecule of C3H5NO in a non-equilibrium geometry. Source: the OMol25 dataset; level of theory: ωB97M-V/def2-TZVPD.

Geometry (Å):
C  1.62  -1.05  -1.01
C  0.84  -0.13  -0.37
C  -0.43  -0.72  0.17
N  -1.19  0.22  0.69
O  -0.80  1.46  0.47
H  2.54  -0.85  -1.72
H  0.97  -2.10  -1.05
H  1.00  0.98  -0.41
H  -0.64  -1.80  0.39
H  -1.23  1.95  1.47

Calculated values
Largest force on an atom: 6.869 eV/A
E_HOMO: -8.84 eV
Energy above the lowest of the compared OMol25 structures with the same formula, charge and spin: 461.4 kJ/mol
HOMO-LUMO gap: 0.34711 Eh

***

An isolated molecule of C3H5NO. Source: the OMol25 dataset; level of theory: ωB97M-V/def2-TZVPD.

Geometry (Å):
O  2.22  -0.76  0.27
C  1.52  0.20  0.04
N  0.28  0.14  -0.57
C  -0.94  0.63  0.04
C  -0.71  -0.83  -0.19
H  1.84  1.24  0.27
H  -0.89  0.99  1.07
H  -1.61  1.18  -0.61
H  -1.23  -1.33  -1.00
H  -0.47  -1.45  0.67

Calculated values
Largest force on an atom: 0.494 eV/A
E_HOMO: -9.97 eV
Energy above the lowest of the compared OMol25 structures with the same formula, charge and spin: 122.9 kJ/mol
HOMO-LUMO gap: 0.40140 Eh

***

A cluster of 2 separate species, C3H5NO in total. Source: the OMol25 dataset; level of theory: ωB97M-V/def2-TZVPD.

Geometry (Å):
C  0.47  1.10  -0.52
C  -0.09  0.21  0.53
O  -1.37  -0.86  -0.50
C  0.75  -0.82  1.05
N  1.36  -1.64  1.59
H  1.09  0.61  -1.28
H  1.09  1.80  0.04
H  -0.32  1.68  -1.00
H  -1.66  -0.32  0.28
H  -1.32  -1.77  -0.18

Calculated values
Largest force on an atom: 0.587 eV/A
E_HOMO: -9.01 eV
Energy above the lowest of the compared OMol25 structures with the same formula, charge and spin: 369.8 kJ/mol
HOMO-LUMO gap: 0.31613 Eh

***

An isolated molecule of C3H5NO in a non-equilibrium geometry. Source: the OMol25 dataset; level of theory: ωB97M-V/def2-TZVPD.

Geometry (Å):
C  1.62  -0.53  -0.96
N  0.47  -1.04  -0.83
C  -0.79  0.00  -0.28
C  -0.41  0.11  0.93
O  -1.85  0.69  1.48
H  1.93  0.43  -0.55
H  2.37  -1.08  -1.54
H  -1.52  0.15  -1.05
H  0.21  -0.29  1.71
H  -2.02  1.56  1.09

Calculated values
Largest force on an atom: 8.375 eV/A
E_HOMO: -9.11 eV
Energy above the lowest of the compared OMol25 structures with the same formula, charge and spin: 473.6 kJ/mol
HOMO-LUMO gap: 0.37042 Eh

***

A structure of composition C3H5NO in a non-equilibrium geometry. Source: the OMol25 dataset; level of theory: ωB97M-V/def2-TZVPD.

Geometry (Å):
C  0.00  1.04  0.53
C  0.27  0.35  -0.84
C  -0.20  -0.96  -0.23
H  -0.27  0.77  -1.70
H  1.34  0.38  -1.21
H  0.68  -1.68  -0.11
H  -1.08  -1.53  -0.57
H  -0.27  -0.42  2.23
N  -0.68  -0.12  0.96
O  0.21  2.16  0.94

Calculated values
Largest force on an atom: 6.492 eV/A
E_HOMO: -9.79 eV
Energy above the lowest of the compared OMol25 structures with the same formula, charge and spin: 214.5 kJ/mol
HOMO-LUMO gap: 0.37620 Eh